DFT (the ωB97M-V functional and the def2-TZVPD basis) results for a cluster of 9 separate species, C26H60N8O11 in total.

Each atom is followed by the atoms it is bonded to, with distances in Å.
Positions of all 105 atoms, in Å:
1 C 7.295 1.477 4.503  N2 1.450, H6 1.091, H7 1.091, H8 1.084
2 N 5.963 2.023 4.325  C1 1.450, C3 1.359, H9 1.007
3 C 5.110 2.496 5.271  N2 1.359, C4 1.510, O5 1.221
4 C 5.583 2.466 6.704  C3 1.510, H10 1.085, H11 1.091, H12 1.091
5 O 4.012 2.926 4.956  C3 1.221
6 H 8.030 2.070 3.956  C1 1.091
7 H 7.341 0.450 4.137  C1 1.091
8 H 7.566 1.480 5.553  C1 1.084
9 H 5.594 2.075 3.390  N2 1.007
10 H 4.802 2.875 7.338  C4 1.085
11 H 5.798 1.445 7.023  C4 1.091
12 H 6.484 3.070 6.821  C4 1.091
13 C 3.218 2.223 1.051  N14 1.453, H18 1.093, H19 1.092, H20 1.084
14 N 4.006 1.003 1.024  C13 1.453, C15 1.369, H21 1.007
15 C 3.673 -0.211 0.486  N14 1.369, C16 1.504, O17 1.222
16 C 2.323 -0.314 -0.167  C15 1.504, H22 1.083, H23 1.093, H24 1.093
17 O 4.456 -1.145 0.578  C15 1.222
18 H 3.744 3.021 0.522  C13 1.093
19 H 3.043 2.545 2.080  C13 1.092
20 H 2.259 2.059 0.574  C13 1.084
21 H 4.924 1.019 1.437  N14 1.007
22 H 2.165 -1.320 -0.536  C16 1.083
23 H 1.549 -0.077 0.567  C16 1.093
24 H 2.253 0.385 -1.004  C16 1.093
25 C -0.389 -2.473 -4.966  N26 1.452, H30 1.092, H31 1.093, H32 1.082
26 N 0.189 -2.372 -3.637  C25 1.452, C27 1.359, H33 1.008
27 C -0.469 -2.324 -2.449  N26 1.359, C28 1.511, O29 1.221
28 C -1.978 -2.374 -2.493  C27 1.511, H34 1.086, H35 1.090, H36 1.090
29 O 0.146 -2.239 -1.397  C27 1.221
30 H -0.037 -3.382 -5.460  C25 1.092
31 H -0.096 -1.611 -5.570  C25 1.093
32 H -1.470 -2.510 -4.918  C25 1.082
33 H 1.192 -2.334 -3.546  N26 1.008
34 H -2.346 -2.325 -1.473  C28 1.086
35 H -2.381 -1.534 -3.058  C28 1.090
36 H -2.325 -3.296 -2.961  C28 1.090
37 C 2.685 -1.015 4.877  N38 1.447, H42 1.093, H43 1.092, H44 1.085
38 N 2.039 -0.564 3.664  C37 1.447, C39 1.357, H45 1.009
39 C 0.716 -0.354 3.448  N38 1.357, C40 1.507, O41 1.225
40 C -0.226 -0.605 4.597  C39 1.507, H46 1.084, H47 1.091, H48 1.088
41 O 0.318 0.023 2.353  C39 1.225
42 H 3.401 -0.269 5.228  C37 1.093
43 H 3.219 -1.950 4.693  C37 1.092
44 H 1.954 -1.181 5.661  C37 1.085
45 H 2.627 -0.379 2.865  N38 1.009
46 H -1.236 -0.389 4.268  C40 1.084
47 H -0.171 -1.645 4.920  C40 1.091
48 H 0.006 0.042 5.441  C40 1.088
49 C -2.822 4.766 6.842  N50 1.449, H54 1.091, H55 1.091, H56 1.085
50 N -2.048 3.544 6.915  C49 1.449, C51 1.359, H57 1.008
51 C -2.384 2.306 6.465  N50 1.359, C52 1.511, O53 1.219
52 C -3.730 2.149 5.796  C51 1.511, H58 1.085, H59 1.091, H60 1.090
53 O -1.617 1.367 6.593  C51 1.219
54 H -2.288 5.527 6.270  C49 1.091
55 H -3.018 5.160 7.841  C49 1.091
56 H -3.774 4.581 6.356  C49 1.085
57 H -1.137 3.583 7.343  N50 1.008
58 H -3.840 1.112 5.495  C52 1.085
59 H -4.539 2.408 6.481  C52 1.091
60 H -3.804 2.784 4.913  C52 1.090
61 C -4.053 -3.238 -9.546  N62 1.455, H66 1.087, H67 1.092, H68 1.082
62 N -3.390 -3.110 -8.258  C61 1.455, C63 1.355, H69 1.008
63 C -3.961 -3.043 -7.031  N62 1.355, C64 1.511, O65 1.223
64 C -5.471 -3.094 -6.967  C63 1.511, H70 1.085, H71 1.090, H72 1.091
65 O -3.277 -2.953 -6.022  C63 1.223
66 H -3.738 -4.151 -10.046  C61 1.087
67 H -3.814 -2.387 -10.187  C61 1.092
68 H -5.126 -3.288 -9.417  C61 1.082
69 H -2.383 -3.067 -8.240  N62 1.008
70 H -5.768 -3.036 -5.925  C64 1.085
71 H -5.910 -2.258 -7.511  C64 1.090
72 H -5.851 -4.021 -7.400  C64 1.091
73 C -4.651 -8.339 -7.835  N74 1.450, H78 1.091, H79 1.091, H80 1.085
74 N -4.845 -7.110 -8.580  C73 1.450, C75 1.359, H81 1.009
75 C -5.639 -6.897 -9.663  N74 1.359, C76 1.511, O77 1.221
76 C -6.435 -8.070 -10.185  C75 1.511, H82 1.085, H83 1.090, H84 1.090
77 O -5.698 -5.793 -10.182  C75 1.221
78 H -4.944 -8.207 -6.793  C73 1.091
79 H -3.604 -8.643 -7.863  C73 1.091
80 H -5.250 -9.136 -8.261  C73 1.085
81 H -4.339 -6.291 -8.279  N74 1.009
82 H -7.010 -7.734 -11.042  C76 1.085
83 H -5.775 -8.882 -10.495  C76 1.090
84 H -7.117 -8.448 -9.423  C76 1.090
85 C -0.057 3.747 -1.218  N86 1.448, H90 1.092, H91 1.092, H92 1.085
86 N -1.370 3.254 -1.578  C85 1.448, C87 1.365, H93 1.007
87 C -2.086 2.258 -0.980  N86 1.365, C88 1.508, O89 1.220
88 C -1.449 1.571 0.202  C87 1.508, H94 1.084, H95 1.090, H96 1.090
89 O -3.188 1.954 -1.405  C87 1.220
90 H -0.097 4.808 -0.962  C85 1.092
91 H 0.646 3.619 -2.044  C85 1.092
92 H 0.321 3.203 -0.359  C85 1.085
93 H -1.840 3.675 -2.364  N86 1.007
94 H -2.120 0.802 0.568  C88 1.084
95 H -0.508 1.098 -0.078  C88 1.090
96 H -1.253 2.278 1.009  C88 1.090
97 O 7.447 6.268 7.052  C98 1.200
98 C 6.990 6.895 6.137  O97 1.200, O99 1.349, H102 1.100
99 O 5.857 6.564 5.481  C98 1.349, C100 1.441
100 C 4.636 6.605 6.245  O99 1.441, O101 1.395, H103 1.094, H104 1.090
101 O 3.925 7.772 5.961  C100 1.395, H105 0.966
102 H 7.486 7.787 5.727  C98 1.100
103 H 4.858 6.553 7.316  C100 1.094
104 H 4.060 5.744 5.907  C100 1.090
105 H 4.233 8.476 6.546  O101 0.966

## Properties
LUMO = 0.018 Ha
net charge = 0
orbital gap = 9.32 eV
SMILES = CNC(C)=O.CNC(C)=O.CNC(C)=O.CNC(C)=O.CNC(C)=O.CNC(C)=O.CNC(C)=O.CNC(C)=O.O=COCO

Atom charges from the Löwdin analysis, given in e for atoms 1 to 6: atom 1 (C): -0.0704, atom 2 (N): 0.0144, atom 3 (C): -0.5591, atom 4 (C): -0.0058, atom 5 (O): 0.0209, atom 6 (H): 0.0839